Entry 1:
Formula: FH12O6Zr
Source: the OMol25 dataset
Level of theory: ωB97M-V/def2-TZVPD

spin multiplicity: 2
HOMO-LUMO gap (spin up / spin down): 5.738 / 3.205 eV
LUMO energy (spin up / spin down): -21.8 / -21.8 eV
DFT total energy: -603.466893 hartree
total charge: +4
strongest force on any atom: 7.66 eV Å⁻¹

CARTESIAN COORDINATES (ANGSTROEM)
Zr 5.158 3.568 29.319
F 3.076 3.724 30.009
O 2.304 6.482 28.880
H 2.497 6.333 29.806
H 1.815 7.305 28.866
O 4.121 4.867 27.700
H 3.418 5.465 27.954
H 3.863 4.546 26.836
O 1.062 4.647 32.048
H 1.629 4.455 31.302
H 0.936 5.595 32.016
O 4.588 1.431 30.359
H 3.893 1.404 31.017
H 4.972 0.555 30.380
O 0.684 4.014 28.520
H 1.114 3.601 29.269
H 1.091 4.878 28.456
O 5.190 3.608 31.730
H 4.554 3.899 32.383
H 5.900 3.222 32.241

***

Entry 2:
Formula: C57H127N5O9
Source: the OMol25 dataset
Level of theory: ωB97M-V/def2-TZVPD

HOMO-LUMO gap: 7.884 eV
LUMO energy: 0.2 eV
DFT total energy: -3198.409826 hartree
strongest force on any atom: 6.60 eV Å⁻¹
SMILES string: CC1(C)CCCC(C)(C)N1O.CC1(C)CCCC(C)(C)N1O.CC1(C)CCCC(C)(C)N1O.CC1(C)CCCC(C)(C)N1O.CC1(C)CCCC(C)(C)N1O.CC(C)O.CC(C)O.CC(C)O.CC(C)O

CARTESIAN COORDINATES (ANGSTROEM)
C 6.225 -5.713 3.372
C 5.994 -4.225 3.299
C 4.793 -3.767 4.226
C 7.279 -3.523 3.902
C 7.576 -1.998 3.804
C 7.388 -1.585 2.309
C 6.089 -2.179 1.625
C 4.848 -1.389 2.106
C 6.439 -1.992 0.089
N 5.989 -3.683 1.890
O 4.777 -4.162 1.269
H 5.231 -6.125 3.195
H 6.759 -6.178 2.543
H 6.583 -5.986 4.365
H 5.011 -2.843 4.763
H 3.817 -3.718 3.742
H 4.619 -4.492 5.021
H 7.364 -3.796 4.954
H 8.194 -3.973 3.517
H 7.003 -1.376 4.491
H 8.592 -1.815 4.154
H 8.281 -1.980 1.825
H 7.419 -0.499 2.228
H 4.029 -2.088 2.281
H 4.561 -0.469 1.597
H 5.032 -1.086 3.136
H 6.940 -2.834 -0.390
H 7.145 -1.173 -0.043
H 5.551 -1.714 -0.479
H 5.127 -4.955 0.856
C 2.768 2.417 -9.017
C 4.218 2.365 -9.361
C 4.359 2.419 -10.938
C 4.927 3.630 -8.628
C 6.454 3.392 -8.807
C 6.904 2.147 -8.063
C 6.246 0.884 -8.564
C 7.089 0.346 -9.753
C 6.282 -0.059 -7.305
N 4.768 1.111 -8.833
O 4.129 -0.022 -9.264
H 2.665 2.533 -7.938
H 2.216 3.184 -9.561
H 2.232 1.471 -9.085
H 4.014 3.430 -11.156
H 5.414 2.426 -11.212
H 3.768 1.627 -11.397
H 4.496 4.526 -9.075
H 4.607 3.777 -7.596
H 6.844 3.441 -9.824
H 6.839 4.318 -8.382
H 6.549 2.256 -7.039
H 7.964 2.144 -8.318
H 7.979 -0.166 -9.387
H 7.445 0.996 -10.551
H 6.502 -0.424 -10.254
H 7.289 -0.199 -6.911
H 5.813 -0.995 -7.609
H 5.699 0.399 -6.506
H 4.595 -0.186 -10.087
C -12.499 0.472 -3.886
C -12.243 -0.902 -3.314
C -13.310 -1.955 -3.590
C -10.913 -1.360 -3.940
C -9.620 -0.747 -3.369
C -9.527 -0.981 -1.885
C -10.781 -0.430 -1.149
C -10.737 -1.039 0.243
C -10.575 1.161 -0.956
N -12.026 -0.802 -1.809
O -13.091 -0.436 -1.094
H -13.352 0.983 -3.440
H -12.636 0.380 -4.964
H -11.688 1.199 -3.854
H -13.126 -2.761 -2.879
H -13.304 -2.365 -4.599
H -14.285 -1.481 -3.478
H -10.937 -2.437 -4.106
H -11.054 -1.047 -4.974
H -9.643 0.329 -3.544
H -8.691 -1.051 -3.851
H -8.657 -0.410 -1.560
H -9.340 -2.031 -1.662
H -11.086 -2.072 0.256
H -9.852 -0.869 0.857
H -11.368 -0.423 0.883
H -9.527 1.457 -0.917
H -10.974 1.681 -1.827
H -11.033 1.637 -0.089
H -13.060 -1.069 -0.373
C -1.689 0.165 1.116
C -1.577 -0.223 -0.381
C -1.035 -1.681 -0.533
C -2.915 -0.172 -1.107
C -3.341 1.208 -1.460
C -2.400 2.134 -2.195
C -0.968 2.051 -1.592
C 0.018 2.510 -2.731
C -0.867 3.067 -0.477
N -0.593 0.667 -1.128
O 0.651 0.594 -0.749
H -2.446 -0.400 1.659
H -0.690 0.138 1.551
H -2.156 1.146 1.032
H -0.823 -2.116 0.444
H -1.580 -2.406 -1.137
H 0.001 -1.771 -0.860
H -2.802 -0.857 -1.948
H -3.744 -0.497 -0.479
H -4.297 1.142 -1.978
H -3.590 1.804 -0.582
H -2.886 3.088 -1.990
H -2.327 1.923 -3.262
H 0.993 2.897 -2.436
H -0.465 3.244 -3.375
H 0.282 1.588 -3.249
H 0.118 3.086 -0.009
H -1.538 2.752 0.322
H -1.186 4.042 -0.845
H 1.065 0.000 -1.380
C 1.995 2.729 5.362
C 1.032 2.999 6.583
C -0.368 3.079 6.028
C 1.031 1.831 7.526
C 2.289 1.539 8.349
C 2.482 2.714 9.254
C 2.505 4.057 8.426
C 2.145 5.167 9.346
C 3.932 4.151 7.794
N 1.418 4.158 7.389
O 1.541 5.244 6.553
H 2.077 3.641 4.771
H 2.981 2.433 5.719
H 1.733 1.816 4.828
H -1.129 3.125 6.807
H -0.486 3.956 5.392
H -0.555 2.224 5.379
H 0.313 1.891 8.344
H 0.765 0.885 7.055
H 2.117 0.622 8.913
H 3.091 1.329 7.640
H 3.386 2.603 9.853
H 1.743 2.824 10.048
H 2.684 5.095 10.291
H 1.082 5.143 9.588
H 2.482 6.137 8.979
H 4.046 4.935 7.046
H 4.167 3.159 7.408
H 4.783 4.335 8.449
H 0.912 5.898 6.868
C 3.413 -5.129 -5.312
C 3.297 -3.924 -4.245
C 2.191 -2.908 -4.523
O 3.081 -4.625 -3.074
H 4.011 -5.924 -4.867
H 4.058 -4.804 -6.130
H 2.390 -5.425 -5.542
H 4.281 -3.516 -4.013
H 1.969 -2.958 -5.589
H 2.384 -1.957 -4.027
H 1.240 -3.233 -4.101
H 2.820 -4.068 -2.337
C 0.367 -7.732 0.519
C 0.060 -7.328 2.012
C 0.610 -8.431 2.942
O 0.406 -6.019 2.528
H -0.442 -7.626 -0.203
H 0.904 -8.677 0.437
H 1.035 -6.990 0.081
H -1.010 -7.336 2.216
H 0.321 -9.464 2.747
H 0.286 -8.350 3.980
H 1.687 -8.394 3.107
H 1.346 -5.888 2.384
C -2.958 -2.657 6.761
C -1.841 -3.357 6.049
C -0.720 -3.609 7.145
O -2.289 -4.571 5.449
H -3.512 -3.476 7.220
H -3.552 -2.096 6.041
H -2.705 -1.939 7.541
H -1.481 -2.631 5.321
H -0.549 -2.679 7.686
H 0.152 -3.993 6.615
H -1.052 -4.284 7.934
H -1.677 -4.740 4.729
C -2.144 9.263 0.855
C -3.537 8.628 0.967
C -3.916 8.447 2.401
O -4.255 9.582 0.148
H -2.182 10.113 1.537
H -1.863 9.605 -0.141
H -1.451 8.580 1.346
H -3.537 7.576 0.682
H -3.219 7.793 2.925
H -4.928 8.051 2.324
H -4.041 9.429 2.858
H -3.658 10.324 0.029

***

Entry 3:
Formula: C3H3Br2NO2
Source: the OMol25 dataset
Level of theory: ωB97M-V/def2-TZVPD

HOMO-LUMO gap: 10.240 eV
LUMO energy: -0.2 eV
DFT total energy: -5469.330389 hartree
strongest force on any atom: 4.81 eV Å⁻¹
SMILES string: N#C[C@H](Br)C(O)(O)Br

CARTESIAN COORDINATES (ANGSTROEM)
N -0.802 -2.860 -0.707
C -0.773 -2.060 0.118
C -0.922 -0.794 0.822
Br -2.743 -0.184 0.335
C 0.258 0.242 0.120
O 0.180 0.367 -1.249
O 0.353 1.425 0.708
Br 2.067 -0.774 0.517
H -0.977 -0.697 1.940
H -0.373 -0.185 -1.695
H 0.098 2.179 0.262

***

Entry 4:
Formula: C3H5NO2
Source: the OMol25 dataset
Level of theory: ωB97M-V/def2-TZVPD

HOMO-LUMO gap (spin up / spin down): 7.441 / 7.987 eV
LUMO energy (spin up / spin down): 0.1 / 0.3 eV
DFT total energy: -322.401881 hartree
strongest force on any atom: 0.33 eV Å⁻¹

CARTESIAN COORDINATES (ANGSTROEM)
O 1.594 1.979 -0.080
C 1.012 0.861 0.455
C -1.796 -0.768 -0.141
N -0.517 -1.043 -0.131
C 0.561 -0.219 -0.393
O 1.726 -0.382 0.411
H 1.699 1.803 -1.027
H 0.589 1.091 1.433
H -2.097 0.273 -0.145
H -2.513 -1.566 -0.268
H -0.258 -2.029 -0.113

***

Entry 5:
Formula: C18H14ClCoIN5O9Se
Source: the OMol25 dataset
Level of theory: ωB97M-V/def2-TZVPD

HOMO-LUMO gap: 8.296 eV
LUMO energy: -1.0 eV
DFT total energy: -6187.225871 hartree
strongest force on any atom: 0.32 eV Å⁻¹

CARTESIAN COORDINATES (ANGSTROEM)
Co -0.113 -0.340 1.567
O -1.206 -6.059 1.401
C -0.888 -4.751 1.367
C -1.110 -3.963 0.233
C -0.758 -2.635 0.303
N -0.210 -2.159 1.409
C -0.018 -2.866 2.512
C -0.336 -4.204 2.529
C 0.501 -1.991 3.646
O 0.811 -2.473 4.708
O 0.576 -0.732 3.305
C -0.938 -1.550 -0.739
O -1.240 -1.815 -1.884
O -0.672 -0.364 -0.269
H -1.624 -6.325 0.574
H -1.562 -4.357 -0.668
H -0.195 -4.799 3.419
O -4.076 -1.226 2.461
Cl -3.269 -0.146 2.016
O -3.675 1.102 2.576
O -3.231 -0.069 0.580
O -1.870 -0.416 2.510
I -0.334 5.573 3.067
C -0.549 3.747 2.147
C -1.409 3.429 1.115
N -1.206 2.138 0.826
N -0.279 1.601 1.628
C 0.129 2.558 2.446
H -2.139 4.019 0.590
H -1.706 1.519 0.191
H 0.871 2.349 3.200
C 2.257 -1.200 -2.235
N 2.040 0.189 -1.864
C 2.010 0.690 -0.624
Se 2.205 -0.195 1.028
N 1.747 2.003 -0.714
C 1.528 2.358 -2.034
C 1.190 3.560 -2.640
C 1.043 3.538 -4.014
C 1.228 2.363 -4.756
C 1.571 1.170 -4.149
C 1.717 1.194 -2.770
H 2.453 -1.767 -1.329
H 3.116 -1.266 -2.902
H 1.366 -1.581 -2.724
H 1.640 2.581 0.105
H 1.045 4.466 -2.067
H 0.775 4.450 -4.531
H 1.094 2.392 -5.828
H 1.701 0.260 -4.719

***

Entry 6:
Formula: C5H8ClFO
Source: the OMol25 dataset
Level of theory: ωB97M-V/def2-TZVPD

HOMO-LUMO gap: 11.080 eV
LUMO energy: 0.7 eV
DFT total energy: -830.575663 hartree
strongest force on any atom: 3.55 eV Å⁻¹
SMILES string: O[C@@H]1[C@H](F)CC[C@@H]1Cl

CARTESIAN COORDINATES (ANGSTROEM)
O -0.170 0.710 1.418
C -0.577 0.558 0.074
C -1.478 -0.591 -0.158
F -2.585 -0.419 0.743
C -0.559 -1.739 0.007
C 0.932 -1.306 -0.146
C 0.657 0.140 -0.749
Cl 1.940 1.269 -0.656
H -1.050 1.054 1.855
H -0.953 1.579 -0.306
H -1.848 -0.461 -1.163
H -0.704 -2.179 1.008
H -0.822 -2.529 -0.646
H 1.444 -1.525 0.913
H 1.459 -1.904 -0.875
H 0.263 0.112 -1.844

***

Entry 7:
Formula: C23H33N3O4
Source: the OMol25 dataset
Level of theory: ωB97M-V/def2-TZVPD

HOMO-LUMO gap: 9.121 eV
LUMO energy: 0.6 eV
DFT total energy: -1361.540783 hartree
strongest force on any atom: 0.78 eV Å⁻¹
SMILES string: CCC(C)(C)NC(=O)c1ccc2c(c1)N(CC(=O)NC1CCCC1)C(=O)C(C)(C)O2

CARTESIAN COORDINATES (ANGSTROEM)
C 6.928 2.512 0.410
C 5.616 1.743 0.507
C 5.667 0.287 0.007
C 5.988 0.212 -1.488
C 6.673 -0.545 0.802
N 4.349 -0.310 0.242
C 3.189 0.116 -0.301
O 3.114 1.043 -1.088
C 1.966 -0.653 0.103
C 1.901 -1.551 1.163
C 0.727 -2.232 1.417
C -0.396 -2.027 0.628
C -0.365 -1.077 -0.403
C 0.821 -0.407 -0.651
N -1.558 -0.825 -1.105
C -1.712 0.366 -1.927
C -2.146 1.562 -1.058
O -1.399 2.471 -0.773
N -3.422 1.459 -0.655
C -4.055 2.393 0.249
C -5.408 2.855 -0.313
C -6.421 1.914 0.331
C -5.903 1.795 1.761
C -4.381 1.715 1.600
C -2.655 -1.598 -0.920
O -3.746 -1.301 -1.382
C -2.434 -2.906 -0.162
C -3.746 -3.380 0.456
C -1.890 -3.934 -1.166
O -1.517 -2.737 0.915
H 7.274 2.569 -0.618
H 7.705 2.054 1.017
H 6.776 3.527 0.769
H 5.287 1.729 1.550
H 4.854 2.262 -0.073
H 5.923 -0.819 -1.830
H 6.992 0.578 -1.682
H 5.274 0.809 -2.046
H 6.613 -1.592 0.509
H 7.684 -0.201 0.608
H 6.479 -0.466 1.870
H 4.330 -1.113 0.847
H 2.743 -1.727 1.814
H 0.654 -2.937 2.230
H 0.909 0.345 -1.417
H -0.775 0.601 -2.427
H -2.484 0.151 -2.670
H -3.959 0.645 -0.931
H -3.351 3.221 0.363
H -5.420 2.819 -1.401
H -5.604 3.881 0.001
H -7.439 2.298 0.284
H -6.396 0.940 -0.160
H -6.173 2.691 2.323
H -6.307 0.930 2.284
H -4.057 0.674 1.562
H -3.859 2.195 2.425
H -4.513 -3.427 -0.311
H -3.609 -4.360 0.903
H -4.060 -2.682 1.228
H -2.604 -4.073 -1.973
H -1.730 -4.885 -0.662
H -0.943 -3.596 -1.583

***

Entry 8:
Formula: C15H18N4O3
Source: the OMol25 dataset
Level of theory: ωB97M-V/def2-TZVPD

HOMO-LUMO gap: 9.301 eV
LUMO energy: 0.6 eV
DFT total energy: -1026.961469 hartree
strongest force on any atom: 6.72 eV Å⁻¹
SMILES string: N[C@@H](Cc1c[nH]cn1)C(=O)N[C@@H](Cc1ccccc1)C(=O)O

CARTESIAN COORDINATES (ANGSTROEM)
N -1.671 0.181 1.908
C -1.570 0.162 0.501
C -2.680 0.705 -0.381
C -4.045 -0.119 -0.240
C -4.903 -0.480 -1.359
N -5.958 -1.206 -0.713
C -5.582 -1.294 0.635
N -4.435 -0.723 0.918
C -0.268 0.948 0.146
O -0.181 1.590 -0.924
N 0.853 0.584 0.822
C 2.064 1.128 0.308
C 2.814 0.542 -0.895
C 3.168 -0.757 -0.548
C 2.225 -1.733 -0.888
C 2.640 -3.063 -0.583
C 3.898 -3.417 0.113
C 4.528 -2.320 0.712
C 4.236 -0.993 0.345
C 2.001 2.556 -0.027
O 2.822 3.352 -0.546
O 0.800 3.106 0.506
H -2.167 -0.841 1.949
H -2.530 1.054 1.950
H -1.252 -0.723 0.050
H -2.214 0.776 -1.401
H -2.847 1.846 -0.235
H -4.781 -0.345 -2.360
H -6.682 -1.700 -1.154
H -6.159 -2.179 1.182
H 0.898 -0.013 1.717
H 2.753 1.218 1.192
H 3.638 1.348 -1.126
H 2.346 0.656 -1.922
H 1.274 -1.294 -1.314
H 2.157 -3.935 -1.002
H 4.330 -4.414 0.080
H 5.480 -2.796 1.158
H 4.726 -0.215 1.043
H 0.816 4.129 0.324